119
Properties=species:S:1:pos:R:3 method="wB97M-V/def2-TZVPD" de_lowest_kcal_mol=48.2 gap_ev="4.10 / 4.55" multiplicity=2 total_charge=-2 homo_energy_ev="-0.5 / -1.0" s2=0.84 lumo_energy_ha="0.1318 / 0.1317" total_energy_ha=-7057.7554
Rb -0.106 -0.044 0.003
O 2.633 2.686 -3.148
C 2.729 1.859 -4.197
C 3.136 2.407 -5.417
C 3.235 1.610 -6.542
C 2.932 0.251 -6.476
C 2.540 -0.296 -5.265
C 2.435 0.481 -4.112
C 2.008 -0.114 -2.798
O 1.804 0.678 -1.829
N 1.943 -1.446 -2.784
N 1.323 -1.969 -1.697
C 1.556 -3.199 -1.472
C 0.817 -3.924 -0.418
C 0.935 -5.309 -0.325
C 0.199 -5.995 0.626
C -0.645 -5.288 1.465
C -0.692 -3.910 1.313
N 0.021 -3.240 0.411
H 2.251 2.131 -2.413
H 3.353 3.468 -5.455
H 3.541 2.054 -7.483
H 3.001 -0.370 -7.361
H 2.303 -1.349 -5.176
H 2.253 -3.753 -2.099
H 1.591 -5.832 -1.010
H 0.274 -7.072 0.704
H -1.250 -5.782 2.215
H -1.338 -3.306 1.943
C -1.818 3.465 -4.909
C -0.841 2.695 -4.014
Ge -1.680 1.678 -2.484
C -1.599 3.049 -1.010
C -2.239 4.394 -1.366
C -3.612 1.661 -2.924
C -4.429 0.827 -2.263
Ge -3.380 -0.206 -0.884
C -3.665 -2.180 -1.108
C -5.059 -2.811 -1.223
C -3.988 0.222 0.991
C -5.441 0.121 1.474
C -5.894 0.730 -2.576
C -6.486 1.440 -3.630
C -7.840 1.335 -3.913
C -8.660 0.505 -3.154
C -8.093 -0.222 -2.117
C -6.734 -0.110 -1.844
H -1.291 4.053 -5.672
H -2.443 4.155 -4.334
H -2.495 2.785 -5.436
H -0.110 3.370 -3.556
H -0.262 1.992 -4.620
H -0.552 3.207 -0.721
H -2.104 2.618 -0.140
H -1.716 4.879 -2.199
H -2.219 5.088 -0.516
H -3.285 4.264 -1.663
H -4.006 2.298 -3.726
H -3.132 -2.609 -0.249
H -3.068 -2.444 -1.987
H -5.668 -2.623 -0.333
H -4.994 -3.901 -1.344
H -5.610 -2.421 -2.082
H -3.618 1.237 1.180
H -3.359 -0.431 1.610
H -6.092 0.820 0.948
H -5.512 0.355 2.544
H -5.853 -0.885 1.337
H -5.873 2.092 -4.241
H -8.261 1.905 -4.735
H -9.718 0.422 -3.375
H -8.708 -0.885 -1.519
H -6.297 -0.694 -1.047
C 4.771 3.093 3.661
C 3.927 3.018 2.390
C 3.077 4.279 2.213
Sb 2.643 1.257 2.189
C 4.222 -0.062 1.417
C 5.461 -0.203 2.293
C 4.606 0.380 0.003
C 2.769 0.505 4.228
C 1.939 1.320 5.222
C 2.301 -0.953 4.203
H 5.453 3.953 3.607
H 5.375 2.200 3.823
H 4.150 3.234 4.545
H 4.601 2.927 1.533
H 2.338 4.377 3.014
H 2.517 4.267 1.276
H 3.709 5.179 2.221
H 3.726 -1.036 1.350
H 5.999 0.748 2.363
H 6.156 -0.932 1.854
H 5.231 -0.538 3.307
H 5.080 1.369 0.014
H 3.744 0.432 -0.662
H 5.330 -0.318 -0.437
H 3.822 0.546 4.509
H 0.887 1.331 4.924
H 2.267 2.358 5.295
H 2.010 0.878 6.226
H 1.241 -1.013 3.933
H 2.415 -1.416 5.191
H 2.864 -1.561 3.485
S -0.952 3.185 2.649
C -0.912 1.755 3.360
O -1.356 -0.797 3.571
B -1.539 0.589 3.966
O -2.128 0.578 5.289
C -2.162 -0.719 5.679
C -2.580 -1.232 6.883
C -2.511 -2.623 7.059
C -2.033 -3.443 6.048
C -1.615 -2.907 4.820
C -1.697 -1.544 4.655
H -2.942 -0.575 7.664
H -2.830 -3.060 7.998
H -1.977 -4.514 6.205
H -1.224 -3.543 4.036

***

115
Properties=species:S:1:pos:R:3 method="wB97M-V/def2-TZVPD" de_lowest_kcal_mol=12.5 gap_ev="3.99 / 5.55" multiplicity=5 total_charge=-1 homo_energy_ev="-1.6 / -3.6" s2=6.03 lumo_energy_ha="0.0892 / 0.0720" total_energy_ha=-2314.2726
Ir 0.072 0.595 -0.120
C 2.180 -4.985 -2.739
C 0.812 -4.668 -2.120
C 0.493 -3.209 -2.206
C -0.347 -2.578 -3.132
C -1.144 -3.234 -4.216
C -2.574 -3.591 -3.792
C -0.385 -1.215 -2.813
N 0.544 -0.991 -1.783
C 1.018 -2.229 -1.331
C 1.725 -2.439 -0.141
C 1.952 -1.558 0.943
C 2.772 -1.870 2.068
C 3.528 -3.148 2.263
C 2.668 -4.229 2.932
C 2.724 -0.781 2.925
C 1.857 0.178 2.327
C 1.426 1.380 2.931
C 0.435 2.246 2.456
N -0.185 2.125 1.234
C -1.090 3.154 1.107
C -1.859 3.392 -0.037
C -1.906 2.630 -1.195
N -1.250 1.446 -1.407
C -1.605 0.988 -2.661
C -1.244 -0.207 -3.282
C -2.515 1.940 -3.258
C -2.699 2.950 -2.358
C -3.480 4.213 -2.545
C -2.565 5.387 -2.919
C -3.121 1.825 -4.622
C -4.402 0.982 -4.638
C -1.065 3.936 2.297
C -0.112 3.380 3.134
C 0.236 3.790 4.530
C -0.569 3.001 5.572
C -1.936 5.124 2.567
C -3.370 4.728 2.945
N 1.417 -0.305 1.122
C 3.412 -0.632 4.246
C 4.657 0.263 4.177
H 2.410 -6.053 -2.677
H 2.964 -4.433 -2.219
H 2.199 -4.684 -3.787
H 0.814 -4.983 -1.071
H 0.040 -5.250 -2.629
H -0.624 -4.138 -4.545
H -1.189 -2.564 -5.080
H -2.566 -4.372 -3.028
H -3.157 -3.944 -4.647
H -3.063 -2.721 -3.356
H 2.115 -3.441 -0.006
H 4.415 -2.961 2.874
H 3.886 -3.516 1.297
H 2.310 -3.874 3.901
H 3.228 -5.156 3.086
H 1.796 -4.450 2.313
H 1.847 1.608 3.903
H -2.485 4.277 -0.019
H -1.793 -0.452 -4.184
H -4.021 4.456 -1.626
H -4.229 4.073 -3.327
H -1.800 5.523 -2.155
H -3.128 6.319 -3.022
H -2.061 5.183 -3.865
H -2.393 1.386 -5.309
H -3.350 2.826 -4.999
H -4.208 -0.015 -4.239
H -4.788 0.882 -5.656
H -5.175 1.445 -4.022
H 0.047 4.858 4.666
H 1.303 3.629 4.708
H -1.638 3.170 5.431
H -0.302 3.295 6.590
H -0.382 1.932 5.459
H -1.968 5.765 1.680
H -1.504 5.717 3.376
H -3.814 4.120 2.156
H -3.995 5.612 3.098
H -3.375 4.139 3.864
H 3.703 -1.619 4.615
H 2.716 -0.208 4.979
H 5.395 -0.172 3.502
H 5.115 0.380 5.164
H 4.391 1.250 3.798
C 3.143 -0.760 -3.213
C 2.793 0.319 -2.177
C 2.983 1.699 -2.825
C 3.784 0.237 -1.010
C 1.289 0.276 -1.830
H 4.113 -0.538 -3.667
H 2.391 -0.809 -4.007
H 3.200 -1.741 -2.744
H 4.042 1.894 -3.011
H 2.599 2.478 -2.162
H 2.447 1.760 -3.775
H 4.797 0.416 -1.387
H 3.766 -0.739 -0.538
H 3.555 0.992 -0.255
H 0.813 0.854 -2.618
C -1.535 -3.517 3.498
N -1.767 -2.752 2.301
C -2.191 -3.313 1.046
C -2.096 -2.081 0.126
O -2.527 -2.049 -0.996
N -1.465 -1.076 0.822
C -1.332 -1.487 2.072
N -0.903 -0.720 3.084
H -2.250 -4.338 3.535
H -1.692 -2.889 4.376
H -0.523 -3.937 3.534
H -3.214 -3.692 1.085
H -1.530 -4.107 0.684
H -0.515 0.174 2.796
H -0.368 -1.178 3.804

***

125
Properties=species:S:1:pos:R:3 method="wB97M-V/def2-TZVPD" de_lowest_kcal_mol=34.9 gap_ev="4.54 / 4.88" multiplicity=2 total_charge=-2 homo_energy_ev="-0.8 / -1.2" s2=0.78 lumo_energy_ha="0.1369 / 0.1369" total_energy_ha=-7988.0873
Ti -0.319 -0.582 -0.203
C 3.989 4.684 0.839
P 2.943 3.182 0.567
C 4.232 1.898 0.849
C 2.832 3.178 -1.279
C 3.994 3.448 -2.012
C 4.004 3.454 -3.395
C 2.827 3.175 -4.076
C 1.673 2.883 -3.372
C 1.640 2.882 -1.969
P 0.072 2.274 -1.192
C -0.311 3.574 0.063
C -1.178 2.776 -2.426
H 4.964 4.656 0.346
H 4.152 4.784 1.914
H 3.449 5.567 0.496
H 5.073 1.979 0.156
H 3.785 0.907 0.769
H 4.604 2.015 1.869
H 4.919 3.654 -1.489
H 4.921 3.669 -3.932
H 2.804 3.168 -5.160
H 0.787 2.588 -3.917
H -0.037 4.570 -0.292
H 0.183 3.375 1.010
H -1.392 3.538 0.214
H -1.135 2.109 -3.288
H -1.065 3.824 -2.717
H -2.142 2.632 -1.939
S -1.798 -5.247 -1.123
As -2.713 -3.391 -0.778
S 0.046 -0.051 -3.951
S -1.209 -0.610 -2.387
S -4.809 -3.507 -1.056
C 1.838 0.758 3.148
C 1.406 -0.249 2.123
O 1.045 0.250 0.949
C 1.462 -1.639 2.400
C 2.129 -2.126 3.557
C 2.265 -3.477 3.809
C 1.735 -4.411 2.918
C 1.034 -3.975 1.802
C 0.858 -2.619 1.545
O 0.078 -2.263 0.533
H 1.365 0.583 4.120
H 1.565 1.751 2.792
H 2.923 0.748 3.321
H 2.571 -1.416 4.245
H 2.796 -3.805 4.696
H 1.846 -5.473 3.104
H 0.555 -4.666 1.115
N -1.791 -0.098 0.758
P -3.125 -0.217 1.553
N -3.108 0.976 2.748
C -2.321 2.186 2.566
C -1.781 2.685 3.916
C -1.594 1.507 4.865
C -2.963 0.912 5.209
C -3.882 0.946 3.972
N -4.439 -0.025 0.578
C -5.830 -0.072 1.020
C -6.707 0.834 0.147
C -5.933 2.071 -0.273
C -4.753 1.651 -1.164
C -4.305 0.214 -0.860
N -3.306 -1.575 2.491
C -4.471 -2.466 2.601
C -4.323 -3.360 3.826
C -3.082 -4.248 3.750
C -1.906 -3.491 3.117
C -2.101 -1.988 3.231
H -2.896 2.988 2.073
H -1.489 1.923 1.914
H -2.473 3.405 4.370
H -0.842 3.215 3.742
H -1.072 1.814 5.775
H -0.974 0.749 4.379
H -3.429 1.472 6.026
H -2.847 -0.117 5.554
H -4.528 1.836 4.014
H -4.541 0.079 3.974
H -5.879 0.270 2.059
H -6.223 -1.091 0.966
H -7.619 1.081 0.698
H -7.015 0.284 -0.746
H -5.558 2.574 0.625
H -6.580 2.785 -0.788
H -3.917 2.333 -0.990
H -5.012 1.728 -2.224
H -3.274 0.072 -1.162
H -4.894 -0.535 -1.395
H -4.602 -3.061 1.691
H -5.376 -1.876 2.739
H -5.229 -3.963 3.919
H -4.276 -2.725 4.719
H -3.301 -5.141 3.161
H -2.819 -4.588 4.757
H -1.816 -3.739 2.058
H -0.958 -3.773 3.579
H -1.243 -1.465 2.810
H -2.168 -1.696 4.288
N 4.534 -0.641 -5.359
C 5.339 -1.017 -6.407
C 5.829 -0.341 -7.517
C 6.647 -1.054 -8.374
C 6.967 -2.398 -8.129
C 6.472 -3.066 -7.024
C 5.641 -2.368 -6.151
N 5.016 -2.791 -4.992
C 4.366 -1.744 -4.559
C 3.502 -1.631 -3.379
C 2.566 -2.609 -3.074
C 1.632 -2.343 -2.085
N 1.628 -1.198 -1.403
C 2.573 -0.301 -1.645
C 3.526 -0.464 -2.629
H 3.994 0.204 -5.261
H 5.580 0.696 -7.705
H 7.049 -0.567 -9.254
H 7.611 -2.920 -8.826
H 6.711 -4.104 -6.831
H 2.515 -3.525 -3.643
H 0.834 -3.040 -1.851
H 2.540 0.589 -1.035
H 4.246 0.323 -2.818

***

122
Properties=species:S:1:pos:R:3 method="wB97M-V/def2-TZVPD" gap_ev=8.38 total_charge=0 homo_energy_ev=-8.1 lumo_energy_ha=0.0112 total_energy_ha=-3598.7588 smiles="CCCCCC[PH](CCCCCCCSc1nnco1)(CCCP(=O)(OCC)OCC)c1cccnc1.Fc1ccccc1.Fc1ccccc1.Fc1ccccc1"
C 0.499 -4.872 3.672
C 1.507 -5.498 2.668
C 2.463 -4.438 2.067
C 2.529 -4.407 0.519
C 1.180 -4.528 -0.183
C 0.183 -3.407 0.275
P -0.453 -2.343 -1.109
C -2.049 -1.395 -0.785
C -2.937 -1.172 -2.035
C -4.298 -1.894 -2.012
C -5.095 -1.634 -0.721
C -6.465 -0.979 -0.948
C -7.114 -0.634 0.404
C -6.928 0.828 0.862
S -5.276 1.473 0.422
C -5.565 3.170 0.146
N -6.654 3.754 -0.166
N -6.324 5.097 -0.276
C -5.097 5.223 -0.012
O -4.530 4.009 0.286
C 0.537 -0.808 -0.473
C 2.045 -0.985 -0.814
C 2.455 -0.108 -2.018
P 3.556 1.296 -1.630
O 4.293 1.656 -2.845
O 4.577 0.755 -0.499
C 4.611 1.453 0.768
C 3.398 1.213 1.662
O 2.576 2.449 -1.095
C 3.076 3.799 -1.208
C 3.111 4.549 0.143
C -1.476 -3.774 -1.865
C -2.241 -4.650 -1.099
C -2.950 -5.589 -1.790
C -2.942 -5.687 -3.157
N -2.199 -4.878 -3.901
C -1.516 -3.968 -3.221
H -0.517 -5.250 3.543
H 0.806 -5.155 4.673
H 0.509 -3.781 3.651
H 1.014 -6.114 1.917
H 2.133 -6.177 3.251
H 3.481 -4.609 2.426
H 2.181 -3.439 2.410
H 3.030 -3.473 0.252
H 3.205 -5.196 0.172
H 0.692 -5.488 -0.021
H 1.341 -4.405 -1.258
H 0.751 -2.743 0.927
H -0.616 -3.793 0.907
H 0.225 -2.158 -2.357
H -1.819 -0.422 -0.355
H -2.562 -1.954 0.005
H -3.189 -0.105 -2.045
H -2.431 -1.379 -2.979
H -4.854 -1.547 -2.889
H -4.178 -2.972 -2.135
H -5.290 -2.603 -0.249
H -4.527 -1.060 0.017
H -6.428 -0.138 -1.643
H -7.098 -1.742 -1.415
H -8.183 -0.854 0.418
H -6.655 -1.265 1.171
H -7.703 1.495 0.487
H -7.006 0.851 1.951
H -4.508 6.121 -0.008
H 0.207 0.091 -1.004
H 0.367 -0.629 0.595
H 2.203 -2.025 -1.128
H 2.691 -0.845 0.050
H 3.019 -0.679 -2.757
H 1.612 0.336 -2.551
H 5.481 1.054 1.292
H 4.828 2.506 0.586
H 3.255 2.039 2.362
H 2.472 1.112 1.097
H 3.534 0.319 2.273
H 4.059 3.866 -1.673
H 2.373 4.330 -1.850
H 2.735 3.954 0.973
H 4.159 4.761 0.382
H 2.622 5.516 0.043
H -2.280 -4.582 -0.021
H -3.571 -6.287 -1.233
H -3.551 -6.439 -3.646
H -0.917 -3.277 -3.822
F -0.498 -5.223 6.430
C -0.438 -4.474 7.549
C 0.707 -4.510 8.321
C 0.768 -3.735 9.469
C -0.313 -2.944 9.835
C -1.456 -2.924 9.048
C -1.521 -3.690 7.893
H 1.535 -5.139 8.023
H 1.661 -3.748 10.080
H -0.263 -2.343 10.733
H -2.301 -2.311 9.334
H -2.400 -3.682 7.262
F 8.642 1.042 -7.100
C 7.625 1.901 -6.879
C 6.659 1.575 -5.948
C 5.616 2.461 -5.719
C 5.551 3.653 -6.430
C 6.529 3.962 -7.365
C 7.579 3.083 -7.591
H 6.724 0.638 -5.411
H 4.857 2.221 -4.985
H 4.735 4.342 -6.252
H 6.476 4.889 -7.922
H 8.356 3.309 -8.310
F 0.780 6.619 -0.809
C -0.129 7.594 -0.608
C -1.104 7.417 0.353
C -2.035 8.426 0.561
C -1.985 9.587 -0.198
C -1.000 9.744 -1.163
C -0.060 8.744 -1.369
H -1.130 6.501 0.928
H -2.801 8.304 1.317
H -2.715 10.370 -0.037
H -0.962 10.647 -1.758
H 0.721 8.852 -2.110